Record 1
ORCA calculation (the ωB97M-V functional and the def2-TZVPD basis) on a 2-piece molecular cluster, C3H7FO2S overall.

XYZ file:
```
14
Properties=species:S:1:pos:R:3:forces:R:3
C -0.7807 0.3731 1.2503 0.568 -0.606 2.983
C -2.4623 -0.7004 -0.3339 -0.609 1.890 -0.583
C -1.3610 0.2993 0.0973 -1.623 -1.428 -3.625
O 2.0810 0.8843 -0.5438 -1.032 -0.671 0.664
O 4.5084 0.7744 0.0702 0.742 0.845 1.546
F 3.4519 -1.2641 -0.7092 -0.546 1.970 -0.330
S 3.5665 0.4669 -0.9206 -0.490 -2.640 -1.517
H 0.0902 0.9921 1.1848 0.335 0.633 1.122
H -1.0635 -0.1492 2.2491 0.555 0.836 -2.133
H 1.3971 0.2874 -0.1178 1.270 0.411 -0.396
H -3.2085 -0.8554 0.4075 -0.403 -0.129 1.065
H -2.1988 -1.6590 -0.6954 1.306 -1.084 0.126
H -3.0645 -0.3902 -1.2017 0.332 0.743 0.192
H -0.9558 0.9408 -0.7368 -0.405 -0.771 0.885
```
Forces are in eV/Å.

Summary:
* ΔE to the lowest compared entry with this formula, charge and spin: 38.9 kcal/mol
* total charge: 0

Record 2
ORCA calculation (the ωB97M-V functional and the def2-TZVPD basis) on one molecule with the formula C25H23N3O4.

XYZ file:
```
55
Properties=species:S:1:pos:R:3:forces:R:3
C -1.2808 -4.4725 0.9130 0.119 -0.117 0.197
O -1.9643 -3.7705 -0.0943 -0.295 0.333 -0.204
C -2.6742 -2.6639 0.2564 0.070 -0.086 -0.081
C -2.7719 -2.1473 1.5354 0.203 -0.284 -0.167
C -3.5174 -1.0003 1.7811 -0.229 0.215 -0.158
C -4.1818 -0.3565 0.7529 -0.037 -0.249 0.320
C -4.9364 0.9188 0.9853 -0.021 0.114 -0.064
C -4.1750 2.1680 0.5312 -0.066 -0.399 0.135
O -4.7417 3.1792 0.1889 -0.173 0.302 -0.092
N -2.8241 2.0078 0.5858 0.237 -0.336 0.147
C -1.8122 2.8992 0.2299 0.150 0.378 -0.113
C -2.0488 4.2370 -0.0786 -0.188 -0.013 0.026
C -0.9888 5.0642 -0.4122 0.132 -0.108 0.017
C 0.3062 4.5850 -0.4475 0.111 -0.133 0.011
C 0.5448 3.2444 -0.1448 -0.642 -0.041 0.092
C 1.8912 2.7248 -0.1937 0.876 0.351 -0.168
N 2.9831 3.3847 -0.4492 -1.481 0.707 0.047
N 3.9975 2.5135 -0.3996 0.893 -1.362 0.148
C 3.4947 1.3464 -0.1167 0.222 0.933 -0.195
C 4.2114 0.1016 0.0301 -0.028 -0.605 0.113
C 3.5314 -1.0836 0.3004 0.025 0.243 -0.045
C 4.2454 -2.2599 0.4308 0.059 -0.111 0.012
C 5.6222 -2.2591 0.2942 -0.065 0.050 -0.003
C 6.3144 -1.0808 0.0235 -0.091 0.011 0.017
C 7.8041 -1.1015 -0.1292 0.006 -0.024 -0.020
C 5.5990 0.0971 -0.1072 -0.181 -0.052 0.029
O 2.1498 1.4133 0.0299 -0.023 -0.034 0.002
C -0.5116 2.4070 0.1951 0.069 0.153 -0.050
C -4.0906 -0.8758 -0.5399 0.059 -0.169 -0.103
C -3.3519 -2.0142 -0.8033 0.091 -0.125 -0.111
O -3.2049 -2.5868 -2.0267 0.138 -0.068 0.500
C -3.8577 -1.9986 -3.1244 -0.132 0.140 -0.220
H -1.9668 -4.8539 1.6767 0.028 0.031 -0.025
H -0.8001 -5.3107 0.4113 -0.015 0.044 0.080
H -0.5156 -3.8513 1.3913 -0.045 -0.013 -0.011
H -2.2704 -2.6278 2.3600 0.074 -0.099 0.035
H -3.5774 -0.6178 2.7896 -0.031 0.058 0.101
H -5.8903 0.9177 0.4554 0.051 0.085 0.046
H -5.1488 1.0485 2.0496 -0.039 0.003 -0.032
H -2.5029 1.0836 0.8508 -0.124 0.179 -0.078
H -3.0574 4.6143 -0.0583 -0.023 0.004 0.006
H -1.1834 6.0994 -0.6472 -0.016 0.088 -0.021
H 1.1402 5.2165 -0.7057 0.071 0.099 -0.039
H 2.4567 -1.0757 0.4026 -0.079 -0.010 0.010
H 3.7257 -3.1838 0.6387 -0.038 -0.068 0.016
H 6.1719 -3.1837 0.3975 0.060 -0.099 0.015
H 8.0834 -1.6818 -1.0081 0.088 -0.009 -0.044
H 8.2698 -1.5673 0.7378 0.088 -0.001 0.031
H 8.1961 -0.0945 -0.2403 0.090 0.043 -0.008
H 6.0954 1.0315 -0.3175 0.111 0.087 -0.022
H -0.3200 1.3692 0.4300 0.006 -0.100 0.013
H -4.6106 -0.3652 -1.3348 -0.041 0.022 -0.159
H -3.6045 -2.6195 -3.9821 -0.046 0.076 0.034
H -3.5074 -0.9764 -3.3027 -0.021 -0.042 0.024
H -4.9445 -1.9921 -2.9911 0.045 0.011 0.007
```
Forces are in eV/Å.

Summary:
* ΔE to the lowest compared entry with this formula, charge and spin: 52.3 kcal/mol
* total charge: 0

Record 3
ORCA calculation (the ωB97M-V functional and the def2-TZVPD basis) on C20H28CdNO2S as an isolated structure.

XYZ file:
```
53
Properties=species:S:1:pos:R:3:forces:R:3
O 0.3224 -0.2948 -2.3525 0.568 1.631 -1.902
C 0.3695 0.9624 -3.2786 -0.192 0.136 0.949
C 0.5768 0.1336 -4.5254 -0.193 0.436 0.579
H 1.1756 1.6944 -3.0694 -0.600 -0.633 0.364
H -0.6138 1.4542 -3.2592 0.378 -0.139 0.270
C 0.4020 -1.0691 -3.5860 -0.227 -0.290 -1.350
H 1.5872 0.2211 -4.9397 -0.348 -0.028 -0.032
H -0.1966 0.2985 -5.2801 0.229 -0.239 0.002
C 1.6014 -1.9481 -3.8055 0.270 -0.711 0.176
H 2.5269 -1.3843 -3.6588 -0.080 -0.181 0.119
H 1.5492 -2.2534 -4.8688 0.169 0.080 0.485
H 1.6030 -2.8612 -3.2020 0.085 0.142 0.089
C -0.8765 -1.7992 -3.9010 -0.380 -0.679 -0.203
H -1.7679 -1.1573 -3.8903 0.324 -0.032 0.055
H -1.0586 -2.6556 -3.2410 0.063 0.182 0.076
H -0.7467 -2.2092 -4.9168 -0.282 0.111 0.277
Cd -0.3645 -1.1859 0.3897 -0.004 0.076 2.570
C -2.6022 -1.1670 4.0958 -0.595 0.088 -1.223
C -2.3592 0.2414 4.1024 0.002 -0.174 -1.674
C -2.3420 0.6843 2.7638 0.378 -0.464 0.636
H -2.0884 0.8034 4.9830 -0.187 0.210 -0.071
C -2.5230 -0.4665 1.8873 -0.153 0.668 0.094
C -2.7479 -1.5840 2.7511 -0.113 -0.839 0.801
H -2.9339 -2.6332 2.4309 0.117 0.940 0.216
H -2.7337 -1.7551 5.0059 0.182 -0.062 -0.434
H -2.1446 1.7046 2.4359 -0.014 -0.275 0.064
H -2.8415 -0.3485 0.8426 -0.324 -0.195 0.376
C 1.1271 -2.3739 4.2793 -1.408 -1.100 -2.523
C 0.0574 -2.8446 3.4723 1.432 0.436 1.395
C 0.5388 -2.9932 2.0949 -0.900 0.776 -0.064
H -0.9131 -3.0030 3.9245 0.115 -0.345 -0.643
C 1.8898 -2.4769 2.1062 1.070 -0.181 0.168
C 2.2419 -2.1580 3.4068 0.295 0.147 -0.224
H 3.1907 -1.7581 3.7794 -0.326 -0.039 -0.519
H 1.1125 -2.1782 5.3326 -0.151 0.056 0.233
H 0.1058 -3.6913 1.3684 0.385 0.015 0.373
H 2.5219 -2.2903 1.2302 -0.218 -0.391 0.355
O 1.6943 3.5246 -1.4895 -1.136 -1.202 1.202
C 1.3784 2.3491 -0.6534 0.153 -0.286 -0.043
C -0.1290 2.3674 -0.3729 -0.208 0.070 0.509
H 1.9320 2.3549 0.3097 -0.139 0.189 -0.706
H 1.6071 1.3977 -1.1946 0.365 1.008 0.513
C -0.5745 3.8064 -0.5988 0.873 0.444 0.137
H -0.3017 2.0604 0.6709 -0.054 0.078 -0.729
H -0.6766 1.6744 -1.0288 0.168 0.185 0.204
C 0.6362 4.4943 -1.2476 0.855 -0.578 -0.686
H -0.7279 4.3379 0.3280 -0.220 -0.130 0.528
H -1.5071 3.8802 -1.1256 -0.283 0.077 -0.638
H 1.0263 5.2838 -0.6110 0.071 0.142 0.156
H 0.4970 4.8853 -2.2383 -0.597 0.569 -0.403
S 0.9889 0.8405 4.2010 0.473 1.176 2.037
C 0.8160 0.6937 2.6562 -0.473 -2.017 -4.896
N 0.6948 0.3917 1.4867 0.786 1.143 2.956
```
Forces are in eV/Å.

Summary:
* ΔE to the lowest compared entry with this formula, charge and spin: 71.8 kcal/mol
* total charge: -1

Record 4
ORCA calculation (the ωB97M-V functional and the def2-TZVPD basis) on C58H45AsCoF3NO3S6Si as an isolated structure.

XYZ file:
```
119
Properties=species:S:1:pos:R:3:forces:R:3
Co -0.9658 -2.8093 -0.1258 -0.073 0.609 -0.712
C 2.9519 -0.7438 7.7317 -0.029 -0.042 -0.038
C 2.7300 -1.0170 6.2755 -0.054 -0.029 0.064
C 3.7278 -0.7569 5.3484 0.080 -0.032 -0.142
C 3.5065 -0.9669 3.9998 0.065 -0.018 -0.104
C 2.2775 -1.4324 3.5722 -0.128 -0.100 -0.293
C 1.2883 -1.7423 4.4876 -0.134 -0.076 -0.106
C 1.5139 -1.5255 5.8347 0.205 0.037 -0.044
S 1.9823 -1.7291 1.7935 0.497 0.207 1.207
O 3.0816 -2.6245 1.3988 0.405 -0.464 -0.402
C 2.5422 -0.0912 1.2447 -0.620 0.774 0.709
C 3.5140 -0.0778 0.2489 0.681 0.379 -0.394
C 3.8541 1.0951 -0.3822 -0.246 -0.383 0.257
C 3.1705 2.2907 -0.0696 -0.031 -0.169 0.238
C 3.3593 3.4733 -0.8121 -0.137 0.550 -0.046
C 2.6406 4.6113 -0.5302 0.560 -0.340 -0.472
C 1.7310 4.6161 0.5267 -0.431 -0.332 0.665
C 1.5400 3.4856 1.2863 0.035 0.623 -0.057
C 2.2375 2.2940 1.0042 0.065 -0.184 -0.215
C 1.9430 1.0807 1.6865 0.904 -0.382 -0.724
C 0.9829 1.0545 2.7939 -1.416 -0.326 0.009
C 1.2808 1.6145 4.0637 -0.125 -0.158 0.249
C 2.5141 2.2355 4.3370 0.151 0.277 0.343
C 2.7740 2.7683 5.5784 0.317 -0.048 -0.696
C 1.8218 2.6901 6.5921 -0.752 -0.278 0.307
C 0.6177 2.0595 6.3605 0.439 0.310 0.341
C 0.3196 1.5025 5.1055 0.201 0.070 -0.299
C -0.9020 0.8346 4.8612 -0.188 -0.192 -0.608
C -1.1889 0.3330 3.6153 -0.349 0.167 0.993
C -0.2560 0.4622 2.5937 1.426 0.722 -0.519
S -0.5952 -0.1775 0.9473 -1.288 0.502 0.237
O -1.2890 -1.4560 1.2919 -0.053 0.256 0.553
C -1.8879 1.0321 0.5759 0.350 0.280 -0.141
C -3.2347 0.7395 0.6754 0.043 -0.364 0.077
C -4.1703 1.6872 0.3005 0.071 0.071 0.037
C -3.7757 2.9390 -0.1597 0.119 0.088 0.012
C -4.7890 3.9493 -0.6131 0.022 -0.094 0.023
C -2.4186 3.2226 -0.2292 -0.086 0.046 0.143
C -1.4765 2.2736 0.1210 -0.024 -0.170 0.275
H 3.9375 -0.3114 7.8898 0.040 0.050 0.114
H 2.8750 -1.6631 8.3115 0.003 -0.020 0.107
H 2.1962 -0.0459 8.0896 0.008 0.055 0.149
H 4.6839 -0.3719 5.6814 0.036 0.026 0.030
H 4.2758 -0.7607 3.2699 0.133 0.026 -0.060
H 0.3436 -2.1308 4.1419 -0.190 -0.151 -0.107
H 0.7386 -1.7417 6.5547 -0.148 -0.052 0.070
H 3.9883 -1.0203 0.0098 0.017 -0.047 -0.103
H 4.5982 1.1039 -1.1664 0.061 -0.035 -0.072
H 4.0676 3.4655 -1.6294 0.043 -0.023 -0.074
H 2.7666 5.5034 -1.1296 0.065 -0.005 -0.040
H 1.1573 5.5081 0.7395 -0.024 0.031 0.038
H 0.8276 3.4919 2.0986 -0.094 0.030 0.026
H 3.2521 2.2912 3.5495 0.078 0.010 -0.011
H 3.7243 3.2503 5.7693 0.030 -0.006 -0.015
H 2.0350 3.1144 7.5658 -0.031 -0.009 0.006
H -0.1213 1.9834 7.1477 -0.031 -0.008 0.063
H -1.6079 0.7329 5.6729 -0.108 -0.018 0.053
H -2.1202 -0.1718 3.4109 -0.116 -0.122 0.000
H -3.5357 -0.2367 1.0233 -0.045 -0.213 -0.018
H -5.2250 1.4563 0.3597 -0.085 -0.099 0.002
H -5.5963 4.0565 0.1111 -0.057 0.008 0.024
H -5.2193 3.6310 -1.5630 -0.073 0.062 -0.032
H -4.3190 4.9195 -0.7598 -0.026 0.089 -0.044
H -2.0916 4.1862 -0.5927 0.015 0.089 -0.034
H -0.4219 2.4955 0.0438 0.085 0.045 -0.096
S -3.6678 -5.7004 1.4969 -0.345 0.434 0.111
As -1.8346 -5.5912 0.4438 -0.402 -0.967 0.169
S -0.3965 -4.2479 1.4258 0.262 -0.485 0.436
S -1.9250 -4.3415 -1.3741 -0.009 -0.465 -0.235
S -1.1549 -7.5575 0.0892 0.508 -0.173 -0.223
F 5.4251 -2.3335 -3.3378 -0.194 -0.029 0.303
C 4.1669 -2.2462 -3.8522 0.752 -0.031 -0.660
F 4.1440 -1.0793 -4.5209 -0.170 0.180 0.112
F 4.1211 -3.2076 -4.7983 -0.278 -0.176 0.207
C 3.1042 -2.3525 -2.8151 -0.622 -0.029 0.814
C 2.8445 -3.5560 -2.1409 0.424 0.783 -0.678
C 1.8520 -3.5734 -1.1860 -0.357 -0.085 0.429
N 1.1167 -2.4996 -0.8569 0.477 0.451 -0.705
C 1.4153 -1.3441 -1.4710 -0.321 -0.563 0.210
C 2.3744 -1.2218 -2.4468 0.767 -0.483 -0.588
H 3.4085 -4.4511 -2.3594 -0.038 -0.066 -0.021
H 1.6405 -4.4866 -0.6417 -0.269 0.050 0.057
H 0.8375 -0.4821 -1.1760 -0.075 -0.025 -0.053
H 2.5605 -0.2687 -2.9189 -0.062 0.047 -0.033
O -1.3862 -1.2424 -1.3125 0.191 0.377 0.485
Si -1.9152 -0.8168 -2.7309 -0.531 -0.474 -0.695
C -0.6869 -1.2563 -4.1242 -0.383 0.348 0.282
C -0.1707 -2.5460 -4.1818 -0.077 -0.261 0.075
C 0.8075 -2.8922 -5.0966 -0.002 -0.069 -0.063
C 1.2801 -1.9443 -5.9889 0.074 -0.037 -0.116
C 0.7542 -0.6642 -5.9726 0.130 0.053 -0.214
C -0.2222 -0.3294 -5.0504 -0.041 0.146 -0.006
C -3.5579 -1.6888 -3.1263 0.394 0.308 0.071
C -3.9932 -1.9672 -4.4162 0.121 0.160 -0.086
C -5.1508 -2.6918 -4.6396 -0.116 -0.070 -0.285
C -5.8859 -3.1770 -3.5715 -0.076 0.030 0.025
C -5.4690 -2.9084 -2.2795 -0.242 -0.017 0.075
C -4.3228 -2.1662 -2.0681 0.078 0.200 0.236
C -2.1732 1.0581 -2.9683 0.056 -0.461 0.053
C -1.1097 1.9457 -2.8582 0.089 0.097 -0.061
C -1.2480 3.2885 -3.1630 0.240 0.080 -0.089
C -2.4668 3.7741 -3.6039 -0.055 0.163 -0.081
C -3.5390 2.9064 -3.7286 -0.132 0.242 -0.049
C -3.3896 1.5696 -3.4000 -0.222 -0.048 -0.023
H -0.5517 -3.2881 -3.4959 0.033 -0.224 0.214
H 1.2095 -3.8961 -5.1074 0.001 -0.084 0.008
H 2.0516 -2.2060 -6.6997 0.088 -0.015 -0.059
H 1.1089 0.0728 -6.6826 0.022 0.056 -0.033
H -0.6273 0.6740 -5.0471 0.033 0.083 -0.046
H -3.4070 -1.6148 -5.2562 0.035 -0.017 -0.142
H -5.4787 -2.8914 -5.6520 0.016 -0.042 -0.081
H -6.7774 -3.7659 -3.7454 -0.031 -0.039 -0.011
H -6.0274 -3.2922 -1.4380 0.021 -0.071 0.095
H -3.9881 -1.9651 -1.0603 0.021 -0.145 0.131
H -0.1492 1.5719 -2.5335 0.225 -0.032 0.061
H -0.4035 3.9600 -3.0611 0.054 0.016 0.018
H -2.5798 4.8250 -3.8475 -0.001 -0.011 -0.026
H -4.4916 3.2783 -4.0900 -0.027 -0.020 0.031
H -4.2360 0.9025 -3.4895 -0.095 -0.093 -0.054
```
Forces are in eV/Å.

Summary:
* ⟨S²⟩: 0.84
* spin multiplicity: 2
* total charge: -2

| no. | E (eV) |
| --- | --- |
| 1 | -20870.238 |
| 2 | -38958.503 |
| 3 | -42173.872 |
| 4 | -248023.047 |